(1)
Formula: C24H33B2Br2N4O11P2
Source: the OMol25 dataset
Level of theory: wB97M-V/def2-TZVPD

```
78
Properties=species:S:1:pos:R:3
C 2.532 1.098 -0.283
C 1.621 0.305 -1.151
C 0.110 -0.129 -0.581
B 0.509 -1.338 0.454
O -0.114 -1.654 1.750
N 1.691 -2.240 0.024
C 2.554 -2.601 1.228
C 1.064 -3.557 -0.410
O -0.785 -0.855 -1.542
B -2.260 -0.730 -1.262
P -3.009 -2.314 -0.433
O -3.580 -2.005 1.039
C -2.877 -0.838 -2.783
Br -1.799 -1.958 -4.096
C -4.110 -0.180 -3.293
C -4.587 -0.337 -4.882
Br -5.256 0.933 -2.091
O -2.300 0.550 -0.527
C -0.942 1.043 -0.154
C -0.889 2.528 -0.833
C -0.546 2.576 -2.429
C 0.511 3.776 -2.917
N -1.029 1.753 -3.414
P -1.191 1.480 1.708
O -2.196 0.450 2.437
O -1.977 3.061 1.899
O 0.335 1.591 2.594
H 2.419 2.258 -0.152
H 3.430 0.586 0.287
H 1.950 -0.020 -2.251
H -1.034 -2.039 1.657
H 2.547 -1.792 2.078
H 2.211 -3.640 1.703
H 3.692 -2.779 0.918
H 1.863 -4.411 -0.406
H 0.213 -3.903 0.352
H 0.536 -3.379 -1.441
H -1.919 -3.272 -0.225
H -3.990 -2.928 -1.294
H -5.115 -1.373 -5.077
H -3.681 -0.138 -5.634
H -5.400 0.487 -5.175
H -0.187 3.223 -0.162
H -1.981 2.993 -0.710
H 1.510 3.579 -2.323
H 0.650 3.775 -4.082
H 0.022 4.786 -2.510
H -0.643 2.023 -4.369
H -2.813 2.945 1.322
H 0.101 2.045 3.465
C -4.105 -1.820 4.029
C -3.634 -0.686 4.693
C -3.851 -0.538 6.064
C -4.540 -1.537 6.765
C -5.021 -2.672 6.099
C -4.801 -2.809 4.727
N -4.750 -1.398 8.211
O -4.326 -0.370 8.760
O -5.334 -2.318 8.801
H -3.929 -1.935 2.961
H -3.094 0.080 4.142
H -3.477 0.352 6.567
H -5.562 -3.453 6.630
H -5.168 -3.688 4.202
C 8.530 2.515 -2.520
C 8.472 1.157 -2.841
C 7.236 0.531 -3.014
C 6.059 1.278 -2.867
C 6.114 2.639 -2.538
C 7.356 3.254 -2.365
N 4.758 0.631 -3.073
O 4.750 -0.579 -3.344
O 3.741 1.333 -2.967
H 9.496 3.000 -2.392
H 9.391 0.588 -2.959
H 7.208 -0.527 -3.263
H 5.208 3.229 -2.416
H 7.409 4.310 -2.112
```

Output
Energy: -7861.0914 Ha
Total charge: -1
Kohn-Sham gap: 5.81 eV
LUMO level: 0.80 eV



(2)
Formula: C4H8N2O
Source: the OMol25 dataset
Level of theory: wB97M-V/def2-TZVPD

```
15
Properties=species:S:1:pos:R:3
C -0.445 -1.265 0.755
C 0.277 1.109 -1.133
C -1.205 1.111 -1.617
N -0.628 1.773 -0.502
C 0.979 -1.007 0.291
O 1.453 -1.534 -0.690
N 1.683 -0.113 1.100
H -0.913 -0.373 1.187
H -1.037 -1.622 -0.090
H -0.424 -2.052 1.515
H -1.409 1.687 -2.513
H -1.859 0.263 -1.425
H -0.781 2.343 0.317
H 1.698 -0.387 2.073
H 2.610 0.067 0.732
```

Output
Energy: -341.8432 Ha
Total charge: 0
Energy above the lowest of the compared OMol25 structures with the same formula, charge and spin: 4.3658 eV
Kohn-Sham gap: 9.90 eV
LUMO level: 0.89 eV



(3)
Formula: C8H11N4
Source: the OMol25 dataset
Level of theory: wB97M-V/def2-TZVPD

```
23
Properties=species:S:1:pos:R:3
C -1.124 2.022 -0.001
C -1.970 0.828 -0.006
C 1.020 1.250 0.805
C -3.363 1.018 -0.019
C -3.632 -1.218 0.260
C -2.249 -1.370 0.455
C 2.435 -0.729 0.976
C 1.399 -0.118 -1.138
N -4.198 -0.055 -0.004
N -1.401 -0.365 0.320
N 0.196 2.099 0.178
N 1.630 0.264 0.280
H -1.564 2.918 -0.365
H -3.875 2.010 -0.226
H -4.282 -2.035 0.275
H -1.920 -2.338 0.618
H 2.503 -0.708 1.997
H 1.803 -1.716 0.678
H 3.371 -0.892 0.366
H 0.303 -0.466 -1.320
H 1.658 0.821 -1.794
H 2.078 -0.977 -1.414
H 0.629 2.993 0.058
```

Output
Energy: -530.0860 Ha
Total charge: +1
Energy above the lowest of the compared OMol25 structures with the same formula, charge and spin: 3.6998 eV
Kohn-Sham gap (spin up / spin down): 7.31 / 7.31 eV
LUMO level (spin up / spin down): -5.01 / -5.01 eV



(4)
Formula: C4H13NO
Source: the OMol25 dataset
Level of theory: wB97M-V/def2-TZVPD

```
19
Properties=species:S:1:pos:R:3
C 1.181 0.198 -1.877
C 1.161 -1.025 -0.966
C 0.707 -0.814 0.480
N -0.771 -0.668 0.705
C -1.147 -0.640 2.171
H 1.906 0.989 -1.633
H 1.472 -0.133 -2.859
H 0.230 0.673 -1.879
H 0.364 -1.745 -1.266
H 2.062 -1.633 -0.930
H 1.145 -1.678 1.008
H 1.168 0.140 0.902
H -0.784 0.328 0.301
H -1.786 -1.658 2.256
H -0.239 -0.841 2.747
H -1.588 0.318 2.550
H -1.455 3.564 -0.764
H -2.133 2.054 -0.741
O -1.492 2.569 -0.207
```

Output
2S+1: 2
Energy: -290.0894 Ha
Total charge: -1
Energy above the lowest of the compared OMol25 structures with the same formula, charge and spin: 1.4437 eV
Kohn-Sham gap (spin up / spin down): 2.99 / 9.37 eV
LUMO level (spin up / spin down): 3.80 / 3.73 eV
<S²>: 0.751



(5)
Formula: C18H8BrCaN2S2
Source: the OMol25 dataset
Level of theory: wB97M-V/def2-TZVPD

```
32
Properties=species:S:1:pos:R:3
Ca -0.338 1.060 1.319
Br 2.501 0.148 0.681
C 3.047 -0.341 2.464
C 4.336 -0.767 2.574
C 4.824 -1.145 3.843
C 4.003 -1.077 4.928
C 2.663 -0.633 4.808
C 1.823 -0.570 5.946
C 0.535 -0.144 5.820
C 0.035 0.239 4.553
C 0.779 0.215 3.389
C 2.128 -0.240 3.545
H 4.975 -0.815 1.704
H 5.848 -1.484 3.940
H 4.366 -1.364 5.909
H 2.225 -0.867 6.909
H -0.107 -0.097 6.693
H -1.003 0.567 4.518
S -2.963 0.806 0.805
C -3.444 2.425 0.330
C -4.818 2.644 0.184
C -5.354 3.866 -0.189
C -6.777 4.009 -0.317
N -7.919 4.105 -0.419
C -4.485 4.939 -0.433
C -3.121 4.741 -0.294
C -2.563 3.514 0.082
S -0.812 3.460 0.200
C -4.980 6.230 -0.821
N -5.361 7.268 -1.139
H -5.490 1.817 0.374
H -2.450 5.568 -0.481
```

Output
Energy: -4848.3966 Ha
Total charge: -1
Kohn-Sham gap: 6.84 eV
LUMO level: 2.20 eV



(6)
Formula: C2H4ClNO
Source: the OMol25 dataset
Level of theory: wB97M-V/def2-TZVPD

```
9
Properties=species:S:1:pos:R:3
C -0.126 -0.499 0.532
C 0.685 0.569 0.448
H -0.384 -3.266 -0.626
H -1.297 -0.310 0.648
H 1.649 0.224 0.001
H 0.815 1.138 1.461
N 0.247 -1.557 0.100
O -0.779 -2.433 -0.129
Cl 0.021 1.892 -0.414
```

Output
Energy: -668.6822 Ha
Total charge: 0
Energy above the lowest of the compared OMol25 structures with the same formula, charge and spin: 3.3176 eV
Kohn-Sham gap: 10.95 eV
LUMO level: 0.91 eV



Q: What is the total charge in the third record?
A: +1